C12H26O8S | the ωB97M-V functional and the def2-TZVPD basis

The HOMO energy is -9.8872 eV. The frontier orbital gap is 10.484 eV. The value obtained for the LUMO energy is 0.60 eV. The total energy comes out at -40079.399 eV.

ORCA input file:
```
! RIJCOSX wB97M-V def2-TZVPD def2/J DEFGRID3
* xyz 0 1
C -1.844 3.514 5.091
O -0.458 3.471 4.832
C 0.038 2.189 4.507
C 0.081 1.940 2.987
C -0.871 0.839 2.506
O -1.679 1.179 1.364
S -0.967 1.639 -0.008
O -1.921 1.271 -1.027
O 0.182 0.465 -0.044
H -2.155 2.669 5.717
H -2.433 3.503 4.165
H -2.051 4.441 5.625
H -0.570 1.418 5.000
H 1.041 2.130 4.931
H -0.153 2.890 2.501
H 1.106 1.664 2.724
H -0.319 -0.070 2.271
H -1.598 0.595 3.282
H 1.046 0.876 0.112
O 1.543 -1.887 2.894
C 1.774 -2.196 1.755
O 2.823 -1.611 1.140
C 3.187 -1.913 -0.219
C 2.464 -1.000 -1.179
C 0.873 -3.136 0.991
H 3.024 -2.968 -0.432
H 4.262 -1.743 -0.264
H 1.381 -1.117 -1.132
H 2.776 -1.188 -2.206
H 2.689 0.040 -0.941
H 0.065 -2.543 0.559
H 0.445 -3.837 1.702
H 1.360 -3.689 0.194
O 1.565 0.245 -4.506
C 0.379 0.056 -4.468
O -0.154 -0.413 -3.322
C -1.567 -0.513 -3.094
C -2.139 -1.814 -3.615
C -0.508 0.255 -5.675
H -2.083 0.356 -3.502
H -1.666 -0.456 -2.011
H -2.041 -1.894 -4.698
H -3.198 -1.884 -3.363
H -1.619 -2.661 -3.167
H -0.494 -0.665 -6.260
H -0.077 1.050 -6.276
H -1.539 0.503 -5.441
*
```